[1]
2 unconnected molecules or ions with the total composition C6H7NO, computed with wB97M-V/def2-TZVPD.

As for the molar mass: 109.13 g mol⁻¹. For the HOMO energy, the calculation gives -0.333 hartree. As for the HOMO-LUMO gap: 9.240 eV. The energy above the lowest of the compared OMol25 structures with the same formula, charge and spin is 3.8033 eV. For the total energy, the calculation gives -9868.8545 eV. As for the SMILES: C=C(C)N=C=O.C#C.

Each line ends with the natural charge from an NBO analysis.
Positions of all 15 atoms, in Å:
O (-1.780, 0.924, -0.979)  -0.46
N (-0.081, -0.276, 0.208)  -0.67
C (-3.598, -1.238, 0.711)  -0.18
C (1.248, 0.143, 0.019)  0.18
C (-1.101, 0.232, -0.332)  0.92
C (-2.392, -1.291, 0.696)  -0.37
C (2.224, -0.498, 0.658)  -0.42
C (1.484, 1.305, -0.904)  -0.66
H (-4.645, -1.241, 0.547)  0.23
H (2.544, 1.542, -0.972)  0.23
H (3.254, -0.205, 0.539)  0.20
H (1.117, 1.086, -1.908)  0.22
H (0.956, 2.194, -0.554)  0.22
H (-1.244, -1.348, 0.959)  0.33
H (2.015, -1.329, 1.313)  0.21

[2]
9 unconnected molecules or ions with the total composition C21H47B2FNO33S8, computed with wB97M-V/def2-TZVPD.

As for the molar mass: 1138.74 g mol⁻¹. For the HOMO energy, the calculation gives -0.145 hartree. As for the HOMO-LUMO gap: 5.157 eV. As for the charge: -1. For the total energy, the calculation gives -182341.8067 eV.

Each line ends with the Mulliken charge.
Positions of all 113 atoms, in Å:
S (0.488, 1.189, 2.531)  1.12
S (-2.507, 1.769, -0.422)  1.13
S (5.080, -3.703, 0.659)  1.11
S (-5.530, 3.293, -2.283)  1.16
S (-2.185, -8.199, 4.033)  1.10
S (-2.038, 5.373, -6.772)  1.12
S (2.727, -3.488, 5.673)  1.02
S (1.212, 4.075, 5.492)  1.11
F (-1.239, 0.375, -5.722)  -0.25
O (-2.524, 1.370, -1.781)  -0.38
O (4.169, -3.358, 5.005)  -0.20
O (-5.627, 2.087, -1.550)  -0.61
O (-0.856, 5.361, -7.562)  -0.57
O (1.627, 0.069, 2.363)  -0.25
O (-2.305, -8.593, 2.677)  -0.54
O (-2.691, -8.997, 5.091)  -0.54
O (3.124, -4.499, 6.844)  -0.32
O (5.198, -2.318, -0.128)  -0.39
O (-6.626, 3.269, -3.455)  -0.31
O (-2.932, 4.108, -7.150)  -0.37
O (-0.621, 0.814, 1.740)  -0.58
O (0.161, 0.915, 4.076)  -0.33
O (-0.651, -7.862, 4.348)  -0.32
O (1.869, -4.152, 4.757)  -0.42
O (1.742, 3.270, 4.455)  -0.38
O (-1.649, 4.943, -5.287)  -0.30
O (-6.194, 4.470, -1.410)  -0.34
O (1.086, 2.472, 2.420)  -0.60
O (-2.879, 6.521, -6.725)  -0.58
O (2.405, 4.908, 6.184)  -0.33
O (-3.107, 0.996, 0.603)  -0.65
O (-4.303, 3.760, -2.819)  -0.53
O (5.268, -4.776, -0.248)  -0.56
O (0.391, 3.543, 6.519)  -0.60
O (5.837, -3.601, 1.859)  -0.54
O (-2.757, -6.709, 4.177)  -0.33
O (2.301, -2.170, -7.143)  -0.62
O (-3.081, 3.275, -0.330)  -0.27
O (0.464, 5.326, 4.818)  -0.31
O (3.523, -3.613, 1.017)  -0.32
O (-0.990, 2.105, -0.005)  -0.11
O (2.382, -2.240, 6.257)  -0.55
N (-0.185, -0.736, -3.219)  0.22
C (-2.705, 3.061, -6.176)  -0.13
C (5.165, -3.869, 5.902)  -0.38
C (-0.226, -2.021, -3.996)  -0.81
C (1.692, -4.204, -5.709)  -1.01
C (0.969, -0.616, -2.347)  -0.74
C (3.880, -1.836, -0.454)  -0.33
C (-2.433, 3.791, -4.888)  -0.01
C (-0.441, -6.444, 4.257)  -0.08
C (-1.750, -5.842, 4.715)  -0.30
C (1.174, 0.562, -5.758)  -1.06
C (-7.261, 5.082, -2.141)  -0.36
C (-0.781, 3.516, -0.106)  -0.32
C (-0.039, -0.308, -6.137)  0.19
C (-7.792, 3.984, -3.039)  -0.42
C (0.718, -0.347, 4.470)  -0.48
C (2.462, 6.222, 5.620)  -0.35
C (3.018, -2.306, 0.694)  0.09
C (-2.110, 4.135, 0.262)  -0.36
C (1.022, 6.554, 5.292)  -0.35
C (4.461, -4.987, 6.640)  -0.38
C (1.977, -0.479, 3.636)  0.40
B (1.364, -2.701, -6.198)  1.36
B (0.007, -1.851, -5.643)  -0.71
H (-1.223, -2.455, -3.843)  0.19
H (0.398, -6.143, 4.875)  0.12
H (-8.327, 4.370, -3.902)  0.32
H (-0.231, -6.196, 3.214)  0.27
H (-1.836, -5.853, 5.804)  0.34
H (2.902, 6.919, 6.328)  0.31
H (-0.942, -2.430, -6.187)  -0.27
H (0.471, 6.860, 6.184)  0.29
H (-0.514, 3.753, -1.140)  0.15
H (5.460, -3.064, 6.579)  0.29
H (1.246, -1.562, -1.832)  0.17
H (-2.263, 4.143, 1.345)  0.27
H (0.867, 1.490, -5.258)  0.23
H (-3.568, 2.405, -6.116)  0.34
H (1.866, -4.860, -6.571)  0.23
H (3.139, -1.668, 1.572)  -0.22
H (-0.982, -0.776, -2.590)  0.11
H (0.466, -2.744, -3.517)  0.10
H (-1.891, -4.827, 4.352)  0.27
H (3.568, -2.289, -1.396)  0.38
H (1.930, 0.036, -5.168)  0.08
H (-2.219, 5.146, -0.126)  0.35
H (0.790, 0.116, -1.544)  0.07
H (0.918, -0.361, 5.535)  0.38
H (6.034, -4.212, 5.347)  0.33
H (2.606, -4.173, -5.095)  0.29
H (1.684, 0.892, -6.676)  0.28
H (1.813, -0.226, -2.935)  0.28
H (-6.848, 5.909, -2.724)  0.29
H (3.172, -2.213, -6.728)  0.24
H (-1.883, 3.175, -4.181)  0.21
H (4.405, -5.893, 6.036)  0.29
H (0.935, 7.325, 4.531)  0.32
H (-3.340, 4.154, -4.417)  0.12
H (2.794, 0.114, 4.053)  0.28
H (3.883, -0.754, -0.555)  0.32
H (0.837, -4.547, -5.119)  0.17
H (-8.437, 3.295, -2.489)  0.30
H (3.077, 6.180, 4.718)  0.27
H (-8.016, 5.462, -1.457)  0.31
H (-0.073, -0.326, -7.237)  0.29
H (2.300, -1.511, 3.524)  -0.23
H (-0.006, -1.129, 4.224)  0.28
H (0.026, 3.818, 0.557)  0.31
H (1.966, -2.359, 0.427)  0.46
H (-1.830, 2.485, -6.479)  0.24
H (4.928, -5.216, 7.594)  0.32

[3]
A molecular structure, C16H17F6IN2NiO, computed with wB97M-V/def2-TZVPD.

As for the molar mass: 552.91 g mol⁻¹. For the HOMO energy (spin up / spin down), the calculation gives -0.310 / -0.310 hartree. As for the HOMO-LUMO gap (spin up / spin down): 7.133 / 7.100 eV. Its spin multiplicity is 3. The expectation value of S² is 2.01. The energy above the lowest of the compared OMol25 structures with the same formula, charge and spin is 0.0000 eV. For the total energy, the calculation gives -87346.7518 eV.

Each line ends with the Löwdin spin population.
Positions of all 44 atoms, in Å:
I (0.377, 3.001, -0.220)  0.08
Ni (-0.144, 0.538, -0.355)  1.74
F (1.767, -1.995, 3.484)  0.00
F (2.068, -0.787, 1.686)  0.00
F (0.921, 1.043, 3.346)  0.00
F (-1.252, 1.046, 3.414)  0.00
F (-0.103, -0.183, 4.838)  0.00
F (1.066, -2.720, 1.533)  0.00
O (-0.639, -0.518, 1.296)  0.04
N (-1.853, 0.522, -1.364)  0.06
N (0.075, -1.139, -1.482)  0.04
C (1.188, -1.608, 2.321)  0.00
C (-0.229, -0.942, 2.504)  0.01
C (-2.082, -0.523, -2.209)  0.00
C (-1.258, -1.959, 3.021)  0.00
C (3.554, 4.580, 0.645)  0.00
C (-3.326, -0.681, -2.844)  0.00
C (-2.810, 1.454, -1.198)  0.00
C (0.041, -3.580, -2.855)  0.00
C (-0.156, 0.254, 3.540)  0.00
C (-1.046, -2.716, -2.928)  0.00
C (-0.991, -1.483, -2.262)  0.00
C (4.733, 3.685, 0.276)  0.00
C (-4.031, 1.390, -1.861)  0.00
C (1.133, -3.212, -2.064)  0.00
C (-4.302, 0.298, -2.692)  0.00
C (1.110, -1.998, -1.369)  0.00
H (0.018, -4.540, -3.367)  0.00
H (2.678, 3.996, 0.951)  0.00
H (1.920, -1.684, -0.724)  0.00
H (3.247, 5.193, -0.206)  0.00
H (-2.539, 2.278, -0.533)  0.00
H (-0.990, -2.356, 4.004)  0.00
H (-1.347, -2.775, 2.297)  0.00
H (-1.972, -2.991, -3.443)  0.00
H (5.164, 3.216, 1.163)  0.00
H (1.998, -3.855, -1.951)  0.00
H (-5.261, 0.204, -3.198)  0.00
H (3.820, 5.260, 1.462)  0.00
H (4.431, 2.889, -0.413)  0.00
H (-2.230, -1.457, 3.075)  0.00
H (-4.754, 2.182, -1.710)  0.00
H (-3.513, -1.592, -3.402)  0.00
H (5.521, 4.265, -0.207)  0.00

Q: Which formula does entry 1 have?
A: C6H7NO